# 1
This record from the Open Molecules 2025 dataset describes a 2-piece molecular cluster, C3H3NO2S overall. The level of theory is wB97M-V/def2-TZVPD.

## Properties
Energy above the lowest of the compared OMol25 structures with the same formula, charge and spin in kcal/mol: 85.67
Orbital gap in eV: 9.483
HOMO level in eV: -10.24
E_LUMO in eV: -0.76
Total charge: 0

Geometry as XYZ:
```
10
Properties=species:S:1:pos:R:3:lowdin_charge:R:1
C -0.450 -0.812 -0.864 -0.380
C 0.374 1.319 1.051 -0.455
C -0.072 0.186 -1.619 0.025
N 0.842 0.348 1.577 0.168
O -0.097 2.341 0.666 0.093
O -0.263 -1.974 1.435 -0.562
S -0.948 -1.984 0.115 0.972
H -0.470 1.132 -1.503 0.047
H 0.674 0.099 -2.383 0.084
H 0.410 -0.655 1.525 0.008
```

# 2
This record from the Open Molecules 2025 dataset describes the molecule C3H3NO2S2. The level of theory is wB97M-V/def2-TZVPD.

## Properties
Energy above the lowest of the compared OMol25 structures with the same formula, charge and spin in kcal/mol: 68.48
Orbital gap in eV: 8.647
HOMO level in eV: -8.99
SMILES: Oc1cn(S)oc1=S
E_LUMO in eV: -0.34
Total charge: 0

Geometry as XYZ:
```
11
Properties=species:S:1:pos:R:3:lowdin_charge:R:1
C 0.652 1.062 -0.008 -0.431
C -0.633 1.218 -0.107 -0.069
C 0.915 -0.396 -0.038 -0.757
H 2.470 1.460 0.368 0.151
H -1.292 2.102 -0.196 0.141
H -2.554 0.285 1.386 -0.105
N -1.258 -0.029 -0.603 -0.399
O 1.574 1.970 0.080 0.057
O -0.253 -0.982 -0.221 -0.100
S -2.803 -0.370 0.191 0.789
S 2.429 -1.059 0.104 0.723
```

# 3
This record from the Open Molecules 2025 dataset describes a 2-piece molecular cluster, C3H3NO3 overall. The level of theory is wB97M-V/def2-TZVPD.

## Properties
Energy above the lowest of the compared OMol25 structures with the same formula, charge and spin in kcal/mol: 69.52
Orbital gap in eV: 10.075
HOMO level in eV: -9.25
E_LUMO in eV: 0.83
Total charge: 0

Geometry as XYZ:
```
10
Properties=species:S:1:pos:R:3:lowdin_charge:R:1
N 0.091 0.293 -1.581 0.088
C -0.071 0.074 -0.310 -0.241
O -1.309 0.273 0.176 0.019
C -1.348 0.000 1.536 -0.302
O -2.351 0.111 2.163 0.115
C 2.128 -0.407 -0.411 -0.039
O 2.732 -0.711 0.501 0.076
H -0.610 0.598 -2.248 0.127
H -0.366 -0.319 1.921 0.139
H 1.104 0.088 -1.748 0.019
```

# 4
This record from the Open Molecules 2025 dataset describes the molecule C3H3NO3. The level of theory is wB97M-V/def2-TZVPD.

## Properties
Energy above the lowest of the compared OMol25 structures with the same formula, charge and spin in kcal/mol: 102.41
Orbital gap in eV: 9.560
HOMO level in eV: -9.36
E_LUMO in eV: 0.20
Total charge: 0

Geometry as XYZ:
```
10
Properties=species:S:1:pos:R:3:lowdin_charge:R:1
N 0.475 1.051 -1.288 0.251
C 0.129 0.674 -0.156 -0.500
O -1.089 0.194 0.273 0.074
C -1.455 -1.055 -0.154 -0.289
O -0.823 -1.739 -0.896 0.119
C 2.022 0.040 0.992 0.134
O 0.949 0.816 0.949 -0.059
H -0.260 0.902 -1.978 0.094
H -2.420 -1.299 0.306 0.152
H 2.478 0.386 1.952 0.023
```

# 5
This record from the Open Molecules 2025 dataset describes C3H3NO3 as an isolated structure. The level of theory is wB97M-V/def2-TZVPD.

## Properties
Energy above the lowest of the compared OMol25 structures with the same formula, charge and spin in kcal/mol: 163.02
Orbital gap (alpha / beta) in eV: 8.113 / 8.112
HOMO level (alpha / beta) in eV: -9.13 / -9.13
E_LUMO (alpha / beta) in eV: -1.01 / -1.01
Total charge: 0

Geometry as XYZ:
```
10
Properties=species:S:1:pos:R:3:lowdin_charge:R:1
N -1.382 0.528 0.741 0.048
C 0.381 -0.730 -1.056 -0.112
C -0.399 1.305 0.162 -0.465
C 0.632 0.200 -0.017 0.016
O -0.752 -0.727 0.745 -0.086
O 1.023 -1.868 -1.049 0.048
O -0.341 2.472 -0.099 0.116
H 1.543 -2.051 -0.237 0.123
H -2.336 0.528 0.396 0.159
H 1.631 0.343 0.414 0.152
```

# 6
This record from the Open Molecules 2025 dataset describes the molecule C3H3NO3. The level of theory is wB97M-V/def2-TZVPD.

## Properties
Energy above the lowest of the compared OMol25 structures with the same formula, charge and spin in kcal/mol: 37.47
Orbital gap in eV: 10.407
HOMO level in eV: -11.12
SMILES: [H]/N=C(/C=O)OC=O
E_LUMO in eV: -0.72
Total charge: 0

Geometry as XYZ:
```
10
Properties=species:S:1:pos:R:3:lowdin_charge:R:1
N -1.084 1.245 -1.150 0.206
C -0.450 0.528 -0.329 -0.398
O 0.882 0.646 -0.055 0.069
C 1.598 -0.496 0.254 -0.307
O 2.640 -0.427 0.816 0.134
C -1.231 -0.434 0.531 -0.164
O -0.729 -1.029 1.450 0.093
H -0.463 1.897 -1.631 0.085
H 1.132 -1.411 -0.134 0.151
H -2.293 -0.520 0.248 0.133
```